# 1
Formula: C3H10NO
Source: OMol25
Level of theory: ωB97M-V with the def2-TZVPD basis set

Element x y z (Å)
1 C 0.844 -0.465 0.010
2 O -0.472 0.007 -0.362
3 C 0.843 -0.678 1.456
4 C 1.169 0.372 2.397
5 N -1.970 0.431 -3.164
6 H 1.125 -1.331 -0.583
7 H 1.524 0.374 -0.171
8 H -1.068 -0.269 0.350
9 H 0.746 -1.696 1.843
10 H 0.621 0.386 3.339
11 H 0.935 1.310 1.883
12 H 2.256 0.275 2.574
13 H -2.373 0.322 -2.252
14 H -2.136 1.336 -3.564
15 H -2.045 -0.375 -3.756

Forces on atoms 1 to 6 (eV/Å):
C 0.19 0.75 -0.79
O 0.39 -0.31 1.21
C 1.06 -0.61 0.91
C -1.62 0.80 -1.07
N 0.82 0.07 0.59
H -0.06 -0.17 0.11

Output
Total energy: -249.911550 Ha
Orbital gap: 0.15336 Ha
Net charge: +1

Just the natural (NBO) charges please, in e? Sure, here they are: number 1, C, carries -0.21; number 2, O, carries -0.58; number 3, C, carries 0.44; number 4, C, carries -0.77; number 5, N, carries -1.10; number 6, H, carries 0.24; number 7, H, carries 0.24; number 8, H, carries 0.47; number 9, H, carries 0.23; number 10, H, carries 0.30; number 11, H, carries 0.27; number 12, H, carries 0.35; number 13, H, carries 0.36; number 14, H, carries 0.38; number 15, H, carries 0.38

# 2
Formula: C3H10NO
Source: OMol25
Level of theory: ωB97M-V with the def2-TZVPD basis set

Element x y z (Å)
1 C -0.753 -2.012 -1.851
2 O -0.364 -0.694 -1.367
3 H -1.297 -2.574 -1.137
4 H -1.531 -1.827 -2.600
5 H 0.028 -2.623 -2.230
6 H -0.568 -0.037 -2.037
7 C -0.357 1.870 1.440
8 C 1.457 0.310 1.252
9 N 0.272 0.660 0.860
10 H 0.326 2.706 1.342
11 H -0.563 1.731 2.531
12 H -1.287 1.968 1.000
13 H 1.969 1.108 1.809
14 H 2.022 -0.647 1.119
15 H -0.163 0.113 0.067

Forces on atoms 1 to 6 (eV/Å):
C -1.68 1.37 -0.91
O 0.25 -0.57 0.34
H -0.16 -0.23 1.40
H 0.47 -0.27 -0.30
H 1.03 0.00 -0.37
H 0.03 -0.18 -0.22

Output
Total energy: -249.993924 Ha
Orbital gap: 0.37881 Ha
Net charge: +1

Just the natural (NBO) charges please, in e? Sure, here they are: number 1, C, carries -0.25; number 2, O, carries -0.78; number 3, H, carries 0.20; number 4, H, carries 0.19; number 5, H, carries 0.20; number 6, H, carries 0.50; number 7, C, carries -0.43; number 8, C, carries 0.12; number 9, N, carries -0.41; number 10, H, carries 0.24; number 11, H, carries 0.25; number 12, H, carries 0.24; number 13, H, carries 0.21; number 14, H, carries 0.25; number 15, H, carries 0.48